{
  "formula": "C69H154F15N9O23S5",
  "method": "ωB97M-V with the def2-TZVPD basis set",
  "species": ["S", "S", "S", "S", "S", "F", "F", "F", "F", "F", "F", "F", "F", "F", "F", "F", "F", "F", "F", "F", "O", "O", "O", "O", "O", "O", "O", "O", "O", "O", "O", "O", "O", "O", "O", "O", "O", "O", "O", "O", "O", "O", "O", "N", "N", "N", "N", "N", "N", "N", "N", "N", "C", "C", "C", "C", "C", "C", "C", "C", "C", "C", "C", "C", "C", "C", "C", "C", "C", "C", "C", "C", "C", "C", "C", "C", "C", "C", "C", "C", "C", "C", "C", "C", "C", "C", "C", "C", "C", "C", "C", "C", "C", "C", "C", "C", "C", "C", "C", "C", "C", "C", "C", "C", "C", "C", "C", "C", "C", "C", "C", "C", "C", "C", "C", "C", "C", "C", "C", "C", "C", "H", "H", "H", "H", "H", "H", "H", "H", "H", "H", "H", "H", "H", "H", "H", "H", "H", "H", "H", "H", "H", "H", "H", "H", "H", "H", "H", "H", "H", "H", "H", "H", "H", "H", "H", "H", "H", "H", "H", "H", "H", "H", "H", "H", "H", "H", "H", "H", "H", "H", "H", "H", "H", "H", "H", "H", "H", "H", "H", "H", "H", "H", "H", "H", "H", "H", "H", "H", "H", "H", "H", "H", "H", "H", "H", "H", "H", "H", "H", "H", "H", "H", "H", "H", "H", "H", "H", "H", "H", "H", "H", "H", "H", "H", "H", "H", "H", "H", "H", "H", "H", "H", "H", "H", "H", "H", "H", "H", "H", "H", "H", "H", "H", "H", "H", "H", "H", "H", "H", "H", "H", "H", "H", "H", "H", "H", "H", "H", "H", "H", "H", "H", "H", "H", "H", "H", "H", "H", "H", "H", "H", "H", "H", "H", "H", "H", "H", "H", "H", "H", "H", "H", "H", "H"],
  "xyz": [[16.634, 22.223, 13.806], [22.233, 20.512, 13.656], [22.651, 13.279, 15.939], [12.089, 15.972, 17.480], [21.969, 19.879, 19.038], [25.064, 14.188, 16.730], [10.418, 16.675, 15.505], [11.266, 18.370, 16.366], [14.080, 22.534, 14.634], [21.818, 18.363, 21.247], [24.024, 20.637, 11.802], [24.011, 15.493, 15.314], [15.595, 23.594, 15.830], [15.002, 24.303, 13.868], [20.052, 19.574, 21.226], [22.689, 22.455, 11.875], [24.324, 22.208, 13.347], [24.986, 13.681, 14.684], [20.285, 17.905, 19.793], [12.541, 17.110, 15.020], [16.110, 21.827, 12.474], [27.465, 19.615, 16.492], [21.835, 13.608, 14.781], [19.167, 17.316, 15.245], [22.426, 18.733, 18.254], [23.064, 11.886, 16.057], [22.172, 13.901, 17.197], [15.815, 18.833, 17.181], [20.038, 25.308, 17.767], [20.917, 20.725, 18.426], [15.344, 12.509, 16.398], [12.301, 14.709, 16.835], [16.786, 21.136, 14.824], [19.702, 25.807, 13.230], [22.953, 20.662, 19.777], [23.141, 19.519, 14.286], [17.683, 23.157, 13.791], [13.306, 16.613, 18.025], [16.855, 14.224, 20.449], [21.221, 19.930, 12.758], [10.904, 16.146, 18.295], [26.272, 22.395, 18.126], [21.777, 21.596, 14.529], [20.212, 23.612, 15.078], [25.134, 20.168, 17.585], [19.756, 9.498, 15.677], [23.424, 16.825, 11.769], [15.213, 14.887, 18.282], [24.262, 15.485, 21.125], [16.690, 18.075, 11.514], [11.468, 23.184, 11.720], [18.202, 19.566, 16.357], [12.941, 23.734, 9.924], [11.506, 19.861, 13.612], [14.475, 19.267, 17.080], [15.365, 14.053, 20.589], [16.132, 19.967, 9.776], [21.069, 25.271, 13.385], [24.869, 22.467, 17.978], [14.816, 13.793, 19.237], [17.832, 18.924, 11.947], [11.270, 22.270, 12.899], [19.566, 10.033, 17.093], [19.749, 10.102, 13.292], [19.710, 27.114, 12.813], [25.889, 17.125, 11.285], [14.156, 11.780, 16.398], [19.674, 23.336, 16.427], [11.467, 23.709, 9.451], [25.260, 19.014, 16.714], [21.158, 24.724, 14.828], [15.245, 23.232, 14.585], [17.592, 13.165, 20.897], [16.572, 19.523, 18.138], [23.569, 16.267, 20.111], [23.396, 21.542, 12.600], [18.030, 19.205, 17.875], [21.295, 15.899, 12.350], [19.151, 11.090, 12.296], [20.143, 18.168, 15.890], [12.936, 23.364, 11.407], [19.583, 19.577, 15.845], [22.085, 15.462, 22.550], [15.207, 13.887, 16.005], [10.920, 24.514, 12.174], [24.238, 14.188, 15.662], [22.842, 17.549, 10.580], [26.363, 19.249, 15.738], [15.990, 14.699, 16.991], [26.379, 14.706, 21.556], [27.230, 16.982, 12.049], [19.440, 15.932, 15.601], [18.800, 8.352, 15.681], [18.108, 10.071, 17.307], [16.342, 18.445, 10.059], [15.544, 18.364, 12.445], [21.194, 9.047, 15.463], [10.756, 22.804, 10.464], [11.777, 20.847, 12.513], [16.916, 16.595, 11.561], [14.901, 17.039, 12.802], [21.647, 15.957, 23.940], [11.547, 17.093, 16.058], [22.418, 16.811, 12.876], [24.335, 13.999, 20.620], [17.567, 8.929, 16.442], [25.833, 13.799, 20.452], [20.351, 25.049, 19.133], [25.695, 15.967, 21.177], [23.452, 15.318, 11.410], [24.742, 17.360, 12.229], [21.985, 14.808, 11.569], [16.132, 16.088, 12.802], [15.838, 20.111, 8.283], [28.492, 20.178, 15.634], [24.498, 21.356, 17.020], [19.481, 10.600, 14.652], [26.747, 23.518, 18.857], [19.098, 24.544, 17.161], [20.943, 19.003, 20.459], [23.630, 15.701, 22.460], [16.666, 16.213, 13.738], [18.872, 22.618, 16.292], [24.255, 15.188, 23.213], [19.205, 10.682, 11.277], [20.238, 20.253, 16.448], [15.969, 15.759, 16.597], [20.574, 16.043, 24.073], [17.099, 12.763, 21.804], [23.839, 15.255, 10.353], [22.008, 13.811, 12.017], [23.657, 17.300, 20.297], [10.908, 21.791, 10.130], [21.823, 9.933, 15.568], [20.045, 9.297, 17.664], [21.447, 8.266, 16.201], [18.214, 18.184, 18.010], [14.264, 10.816, 16.896], [18.683, 19.795, 18.509], [24.314, 18.826, 16.196], [20.110, 11.479, 14.866], [15.643, 14.113, 14.971], [15.292, 20.406, 10.363], [21.627, 16.143, 21.860], [22.177, 24.321, 14.911], [24.123, 16.094, 19.150], [23.411, 21.174, 16.958], [15.210, 12.910, 18.787], [18.562, 25.131, 16.423], [11.445, 23.309, 8.451], [19.300, 7.576, 16.244], [26.075, 19.960, 14.970], [27.820, 23.378, 18.856], [21.256, 25.541, 19.404], [22.008, 15.246, 24.701], [24.138, 14.759, 12.065], [10.960, 25.246, 11.377], [19.572, 19.866, 14.819], [25.647, 16.178, 10.832], [17.655, 18.958, 15.760], [10.420, 19.758, 13.770], [20.615, 15.598, 13.183], [23.746, 14.046, 19.720], [13.946, 18.777, 16.294], [22.093, 17.836, 13.021], [21.791, 26.010, 13.073], [11.995, 20.216, 14.555], [14.171, 16.731, 12.084], [18.696, 27.443, 12.528], [21.884, 17.000, 24.089], [21.398, 14.620, 10.679], [26.380, 24.376, 18.235], [20.424, 22.851, 17.013], [25.835, 16.813, 21.855], [13.929, 19.122, 18.025], [21.010, 25.566, 15.501], [18.454, 10.984, 14.722], [15.029, 14.998, 21.001], [21.205, 24.372, 12.717], [19.663, 12.059, 12.356], [16.983, 14.326, 17.188], [28.850, 19.435, 14.899], [20.371, 27.263, 11.945], [13.302, 12.338, 16.799], [14.474, 20.315, 16.837], [24.919, 17.010, 13.207], [20.643, 22.721, 14.752], [13.755, 13.645, 19.343], [13.496, 22.969, 9.392], [17.779, 11.040, 16.953], [23.835, 13.364, 21.337], [17.455, 19.950, 12.045], [13.429, 22.434, 11.630], [20.668, 16.392, 11.590], [11.779, 22.569, 13.774], [26.239, 23.510, 19.845], [22.417, 16.850, 9.855], [15.949, 18.834, 13.345], [26.075, 20.517, 17.882], [17.007, 20.587, 10.042], [21.086, 18.155, 15.307], [22.922, 16.398, 13.740], [25.967, 16.320, 20.210], [17.571, 12.313, 20.166], [27.476, 14.770, 21.692], [20.816, 10.055, 13.048], [19.394, 15.791, 16.644], [15.732, 15.536, 18.853], [20.358, 17.926, 16.926], [18.625, 13.498, 21.063], [18.652, 15.364, 15.066], [26.159, 14.114, 19.458], [11.127, 20.529, 11.689], [17.074, 8.192, 17.006], [25.879, 17.807, 10.438], [18.190, 18.497, 12.877], [25.511, 18.173, 17.316], [14.937, 19.552, 8.046], [27.077, 16.451, 12.951], [24.467, 23.428, 17.636], [20.490, 23.946, 19.214], [18.418, 24.160, 17.925], [15.612, 21.189, 8.120], [16.872, 9.435, 15.771], [27.751, 17.922, 12.135], [10.205, 22.249, 13.069], [22.576, 15.912, 19.920], [21.896, 14.377, 22.469], [10.997, 24.679, 9.428], [20.429, 15.595, 15.268], [13.919, 11.614, 15.344], [12.795, 20.887, 12.190], [14.459, 15.549, 17.930], [21.329, 8.681, 14.459], [16.485, 16.212, 10.654], [23.683, 18.049, 10.013], [15.870, 15.029, 12.671], [24.545, 18.426, 12.487], [15.105, 13.245, 21.297], [26.454, 18.281, 15.213], [20.134, 27.718, 13.650], [14.175, 14.150, 15.866], [17.952, 16.308, 11.677], [29.314, 20.491, 16.267], [24.557, 19.955, 18.409], [19.422, 23.830, 14.437], [16.395, 20.635, 18.162], [13.419, 24.644, 9.627], [27.902, 16.347, 11.465], [18.554, 8.018, 14.663], [16.609, 19.808, 7.571], [23.763, 16.756, 22.674], [17.803, 9.965, 18.361], [24.472, 22.289, 19.014], [17.855, 20.523, 16.146], [18.534, 18.833, 11.169], [18.111, 11.437, 12.510], [14.435, 17.150, 13.783], [24.948, 21.519, 16.041], [9.872, 24.361, 12.437], [19.326, 9.105, 13.142], [11.902, 18.875, 13.399], [19.481, 25.310, 19.722], [17.128, 18.012, 9.416], [26.047, 12.720, 20.650], [28.160, 21.062, 15.063], [9.656, 23.037, 10.489], [22.207, 18.319, 10.950], [25.959, 14.336, 22.534], [16.415, 19.143, 19.200], [14.945, 19.147, 11.974], [11.407, 24.831, 13.069], [15.369, 17.990, 9.898], [13.357, 24.072, 12.073], [20.108, 10.961, 17.189]],
  "lowdin_charge": [0.54, 0.56, 0.48, 0.52, 0.53, 0.11, 0.15, 0.12, 0.10, 0.09, 0.09, 0.07, 0.13, 0.15, 0.18, 0.12, 0.11, 0.13, 0.00, -0.01, -0.33, -0.16, -0.34, -0.20, -0.30, -0.31, -0.35, -0.19, -0.19, -0.35, -0.21, -0.29, -0.35, -0.21, -0.30, -0.33, -0.27, -0.33, -0.21, -0.31, -0.26, -0.23, -0.33, 0.05, 0.04, -0.25, -0.24, 0.06, -0.26, -0.26, -0.26, 0.07, -0.10, -0.09, -0.08, -0.12, -0.23, -0.13, -0.20, -0.09, 0.03, -0.09, -0.10, -0.25, -0.14, -0.19, -0.10, -0.09, -0.13, -0.12, -0.09, -0.65, -0.15, -0.22, -0.03, -0.57, -0.04, -0.15, -0.09, -0.17, -0.08, -0.13, -0.20, -0.19, 0.04, -0.63, 0.05, -0.25, -0.08, -0.14, -0.05, -0.06, -0.06, -0.16, -0.09, -0.10, 0.04, -0.09, -0.22, -0.08, -0.12, -0.09, -0.56, -0.11, -0.04, -0.10, -0.13, -0.04, -0.12, -0.06, -0.15, -0.14, -0.12, -0.09, -0.04, -0.09, -0.13, -0.05, -0.23, -0.54, -0.12, 0.09, 0.11, 0.14, 0.09, 0.11, 0.15, 0.08, 0.10, 0.14, 0.11, 0.08, 0.12, 0.09, 0.12, 0.13, 0.10, 0.10, 0.11, 0.11, 0.13, 0.13, 0.10, 0.07, 0.13, 0.13, 0.13, 0.11, 0.14, 0.12, 0.14, 0.12, 0.10, 0.09, 0.09, 0.14, 0.11, 0.10, 0.09, 0.13, 0.10, 0.10, 0.11, 0.06, 0.08, 0.12, 0.09, 0.12, 0.10, 0.08, 0.11, 0.11, 0.11, 0.15, 0.11, 0.13, 0.14, 0.14, 0.13, 0.07, 0.13, 0.10, 0.09, 0.08, 0.08, 0.10, 0.09, 0.14, 0.11, 0.10, 0.13, 0.08, 0.09, 0.10, 0.11, 0.11, 0.11, 0.12, 0.17, 0.11, 0.12, 0.12, 0.12, 0.09, 0.14, 0.12, 0.07, 0.14, 0.11, 0.09, 0.09, 0.12, 0.11, 0.11, 0.12, 0.10, 0.13, 0.08, 0.06, 0.14, 0.09, 0.13, 0.09, 0.11, 0.07, 0.14, 0.11, 0.12, 0.11, 0.06, 0.10, 0.08, 0.07, 0.10, 0.13, 0.13, 0.12, 0.12, 0.14, 0.14, 0.11, 0.09, 0.12, 0.09, 0.13, 0.12, 0.15, 0.12, 0.09, 0.14, 0.09, 0.13, 0.13, 0.13, 0.11, 0.10, 0.09, 0.10, 0.13, 0.12, 0.12, 0.06, 0.10, 0.15, 0.14, 0.10, 0.17, 0.08, 0.13, 0.16, 0.12, 0.11, 0.14, 0.11, 0.14],
  "charge": 4,
  "orbital_gap_ev": 9.53,
  "total_energy_ev": -229457.909
}